Entry 1:
The following is a quantum chemistry calculation of C55H68GeN6O2P2S3ScSe2 as an isolated structure, from the Open Molecules 2025 dataset.

Net charge ... +2
Spin multiplicity ... 2
Frontier orbital gap (spin up / spin down) ... 0.2126 / 0.2826 Ha

Geometry (Å):
Sc 0.152 -0.596 0.849
C 3.135 1.425 -1.100
C 3.996 1.033 0.088
S 2.985 0.479 1.506
C 3.847 -1.048 1.982
C 3.757 -2.213 1.003
S 2.076 -2.574 0.368
C 2.317 -2.530 -1.438
C 2.870 -1.236 -1.998
S 1.855 0.213 -1.541
H 2.565 2.331 -0.888
H 3.757 1.608 -1.977
H 4.688 0.229 -0.156
H 4.581 1.891 0.417
H 4.892 -0.793 2.161
H 3.404 -1.305 2.942
H 4.391 -2.062 0.132
H 4.091 -3.118 1.508
H 2.959 -3.368 -1.706
H 1.319 -2.723 -1.830
H 3.886 -1.043 -1.656
H 2.878 -1.309 -3.085
Se -1.191 -1.050 -1.423
P -2.446 -2.277 -0.031
Se -1.651 -2.287 1.972
C -4.150 -1.651 -0.059
C -4.878 -1.499 1.117
C -6.207 -1.108 1.050
C -6.805 -0.881 -0.181
C -6.068 -1.015 -1.352
C -4.738 -1.396 -1.296
C -2.567 -3.948 -0.729
C -2.673 -4.103 -2.110
C -2.859 -5.368 -2.642
C -2.928 -6.473 -1.802
C -2.807 -6.316 -0.430
C -2.629 -5.053 0.114
H -4.406 -1.698 2.071
H -6.777 -0.989 1.963
H -7.851 -0.608 -0.229
H -6.533 -0.831 -2.311
H -4.152 -1.478 -2.204
H -2.606 -3.240 -2.763
H -2.953 -5.493 -3.713
H -3.077 -7.459 -2.221
H -2.853 -7.178 0.223
H -2.541 -4.917 1.184
C -1.184 4.394 3.135
N -0.439 3.414 2.340
C 0.984 3.731 2.195
P -1.111 2.585 1.073
O -0.315 1.306 0.855
N -1.031 3.472 -0.306
C -0.933 2.861 -1.631
C -1.613 4.814 -0.307
N -2.687 2.341 1.536
C -3.623 2.041 0.444
C -2.900 1.522 2.734
H -0.941 5.417 2.835
H -0.921 4.290 4.191
H -2.253 4.233 3.022
H 1.140 4.672 1.659
H 1.482 2.929 1.651
H 1.443 3.814 3.181
H -0.569 1.839 -1.553
H -0.237 3.433 -2.249
H -1.904 2.848 -2.137
H -1.785 5.158 0.711
H -2.567 4.832 -0.841
H -0.932 5.508 -0.804
H -3.550 2.802 -0.331
H -4.636 2.063 0.844
H -3.455 1.057 -0.005
H -2.232 1.843 3.532
H -2.739 0.456 2.544
H -3.928 1.661 3.069
C 6.921 -0.679 4.660
C 5.744 -0.078 5.381
C 4.984 0.938 4.816
C 3.927 1.519 5.502
C 3.594 1.072 6.776
N 2.529 1.632 7.530
C 1.362 2.196 7.099
O 0.734 3.009 7.735
N 0.880 1.779 5.844
C 0.961 0.544 5.227
C 1.305 -0.642 5.876
C 1.367 -1.809 5.136
C 1.081 -1.782 3.785
N 0.736 -0.652 3.152
C 0.671 0.473 3.867
C 4.354 0.061 7.355
C 5.414 -0.502 6.667
H 7.008 -0.287 3.647
H 6.840 -1.766 4.613
H 7.846 -0.446 5.190
H 5.236 1.309 3.829
H 3.382 2.337 5.051
H 2.735 1.843 8.495
H 0.213 2.431 5.464
H 1.505 -0.654 6.938
H 1.623 -2.747 5.608
H 1.108 -2.688 3.191
H 0.396 1.375 3.333
H 4.113 -0.279 8.356
H 5.999 -1.284 7.136
C -5.071 -1.396 -5.266
C -4.836 -0.237 -4.539
C -3.534 0.162 -4.275
C -2.455 -0.578 -4.759
C -2.699 -1.737 -5.495
C -4.003 -2.143 -5.744
Ge -0.617 -0.037 -4.327
C 0.684 -1.382 -4.930
C 0.554 -2.711 -4.524
C 1.475 -3.664 -4.935
C 2.537 -3.298 -5.752
C 2.672 -1.980 -6.166
C 1.749 -1.025 -5.759
C -0.172 1.804 -4.894
C 1.118 2.315 -4.756
C 1.408 3.614 -5.146
C 0.406 4.421 -5.672
C -0.879 3.919 -5.817
C -1.168 2.616 -5.437
H -6.086 -1.711 -5.470
H -5.666 0.358 -4.178
H -3.346 1.053 -3.684
H -1.870 -2.316 -5.884
H -4.187 -3.040 -6.322
H -0.270 -2.995 -3.876
H 1.361 -4.697 -4.628
H 3.253 -4.042 -6.077
H 3.490 -1.697 -6.816
H 1.844 -0.001 -6.102
H 1.901 1.689 -4.349
H 2.416 3.999 -5.052
H 0.633 5.433 -5.977
H -1.657 4.543 -6.240
H -2.169 2.224 -5.575

---

Entry 2:
The following is a quantum chemistry calculation of C55H72As2BrN3O7P2W as an isolated structure, from the Open Molecules 2025 dataset.

Net charge ... +4
Relative energy (zero: lowest compared OMol25 entry of this formula, charge and spin) ... 21.39 kcal per mole
Spin multiplicity ... 3
Frontier orbital gap (spin up / spin down) ... 0.2435 / 0.2018 Ha

Geometry (Å):
W 0.042 0.162 0.191
N -1.864 -1.522 -0.367
C -1.470 -2.391 -1.438
C -2.144 -3.519 -1.797
C -1.804 -4.223 -2.980
C -0.828 -3.741 -3.798
C -0.078 -2.595 -3.420
C 0.907 -2.025 -4.253
C 1.598 -0.931 -3.811
C 1.363 -0.461 -2.513
N 0.445 -0.966 -1.698
C -0.350 -1.970 -2.186
H -2.329 -2.050 0.365
H -2.537 -0.849 -0.729
H -2.965 -3.872 -1.182
H -2.351 -5.118 -3.247
H -0.612 -4.218 -4.746
H 1.084 -2.439 -5.239
H 2.345 -0.443 -4.422
H 1.952 0.356 -2.126
C 1.841 5.074 2.489
C 1.623 3.961 1.506
C 2.526 3.715 0.454
C 2.381 2.620 -0.383
C 1.314 1.792 -0.105
Br 1.890 0.033 2.244
N 0.438 2.069 0.816
C 0.530 3.122 1.632
H 2.469 4.719 3.308
H 0.902 5.424 2.917
H 2.357 5.915 2.028
H 3.368 4.383 0.312
H 3.086 2.423 -1.179
H -0.243 3.270 2.373
C -1.003 2.893 -5.818
C -0.578 2.282 -4.505
C 0.610 2.986 -3.885
O -1.734 2.406 -3.566
P -2.053 1.386 -2.452
O -0.893 1.181 -1.501
C -3.466 2.084 -1.563
P -2.892 2.419 0.113
O -2.270 1.167 0.657
O -4.016 2.995 1.009
C -5.488 2.904 0.867
C -5.934 1.471 1.050
C -6.071 3.838 1.897
O -1.817 3.542 -0.035
C -1.976 4.841 -0.735
C -2.959 5.747 -0.031
C -0.589 5.432 -0.815
O -2.440 -0.029 -2.982
C -3.530 -0.457 -3.918
C -4.644 -1.068 -3.098
C -4.008 0.658 -4.817
H -0.124 3.061 -6.440
H -1.485 3.855 -5.641
H -1.693 2.259 -6.372
H -0.371 1.214 -4.618
H 0.445 4.064 -3.864
H 1.496 2.789 -4.490
H 0.790 2.634 -2.868
H -4.278 1.357 -1.568
H -3.815 3.004 -2.038
H -5.734 3.261 -0.137
H -5.794 1.173 2.090
H -5.375 0.780 0.412
H -6.992 1.385 0.805
H -5.824 3.495 2.903
H -7.156 3.854 1.796
H -5.700 4.853 1.770
H -2.323 4.617 -1.747
H -2.617 5.974 0.980
H -3.957 5.318 0.027
H -3.029 6.683 -0.585
H -0.259 5.778 0.165
H -0.599 6.286 -1.493
H 0.123 4.698 -1.196
H -3.042 -1.231 -4.508
H -5.217 -0.311 -2.558
H -4.262 -1.810 -2.396
H -5.334 -1.580 -3.770
H -4.458 1.475 -4.249
H -4.769 0.257 -5.486
H -3.205 1.059 -5.430
O -0.705 -0.747 1.660
As -0.924 -1.128 3.371
C -2.704 -1.772 3.502
C -2.956 -2.797 4.413
C -4.269 -3.144 4.698
C -5.315 -2.468 4.090
C -5.059 -1.446 3.182
C -3.754 -1.085 2.888
C -0.871 0.465 4.396
C -1.637 1.527 3.917
C -1.725 2.685 4.674
C -1.050 2.781 5.886
C -0.288 1.719 6.349
C -0.204 0.545 5.614
C 0.189 -2.598 3.795
C -0.163 -3.807 3.195
C 0.560 -4.952 3.491
C 1.606 -4.893 4.404
C 1.958 -3.684 4.994
C 1.258 -2.528 4.686
H -2.147 -3.322 4.903
H -4.471 -3.940 5.402
H -6.337 -2.733 4.329
H -5.885 -0.929 2.715
H -3.550 -0.284 2.184
H -2.158 1.456 2.970
H -2.328 3.514 4.322
H -1.127 3.684 6.478
H 0.231 1.795 7.295
H 0.363 -0.286 6.003
H -1.013 -3.866 2.526
H 0.297 -5.893 3.025
H 2.138 -5.796 4.671
H 2.775 -3.644 5.702
H 1.550 -1.592 5.138
C 4.280 -2.303 1.434
As 3.017 -1.827 0.023
C 1.810 -3.345 0.292
C 4.114 -2.556 -1.643
C 4.966 -3.648 -1.279
C 4.492 -4.993 -1.317
C 5.350 -6.035 -1.105
C 6.702 -5.776 -0.805
C 7.186 -4.457 -0.733
C 6.332 -3.411 -0.940
H 4.683 -3.298 1.268
H 3.748 -2.282 2.382
H 5.093 -1.579 1.474
H 2.276 -4.104 0.916
H 1.528 -3.784 -0.667
H 0.903 -2.994 0.784
H 4.661 -1.679 -1.981
H 3.333 -2.825 -2.355
H 3.452 -5.181 -1.557
H 5.005 -7.057 -1.172
H 7.373 -6.602 -0.608
H 8.231 -4.279 -0.517
H 6.690 -2.390 -0.881

---

Entry 3:
The following is a quantum chemistry calculation of C55H73AsBBrN8O3S4Sc as an isolated structure, from the Open Molecules 2025 dataset.

Net charge ... +1
Relative energy (zero: lowest compared OMol25 entry of this formula, charge and spin) ... 8.95 kcal per mole
Frontier orbital gap ... 0.2716 Ha

Geometry (Å):
Sc 0.464 -0.209 0.669
O -2.012 -5.281 1.419
C -2.649 -4.332 2.166
C -3.675 -4.796 2.985
C -4.388 -3.914 3.773
C -4.085 -2.556 3.756
C -3.064 -2.103 2.942
C -2.330 -2.973 2.136
C -1.267 -2.425 1.212
O -0.466 -1.475 1.781
N -1.871 -1.799 -0.013
N -1.923 -0.422 0.058
C -2.972 0.156 -0.381
C -3.156 1.597 -0.497
Br -1.650 2.657 -0.119
C -4.345 2.080 -0.878
C -4.834 3.449 -1.065
C -5.848 3.635 -2.009
C -6.351 4.896 -2.277
C -5.869 5.994 -1.578
C -4.892 5.818 -0.608
C -4.375 4.558 -0.351
H -1.216 -4.921 1.013
H -3.890 -5.856 2.989
H -5.183 -4.287 4.405
H -4.643 -1.864 4.372
H -2.815 -1.052 2.914
H -0.639 -3.242 0.826
H -2.758 -2.221 -0.276
H -3.839 -0.440 -0.669
H -5.076 1.313 -1.126
H -6.233 2.778 -2.549
H -7.125 5.021 -3.023
H -6.263 6.982 -1.778
H -4.532 6.668 -0.044
H -3.632 4.440 0.423
C -0.117 -2.616 -3.174
C 1.199 -2.609 -3.951
C 1.287 -1.489 -4.987
C 1.311 -3.947 -4.681
N 2.360 -2.456 -3.019
C 3.431 -3.331 -2.995
C 4.331 -2.834 -2.130
N 3.829 -1.662 -1.617
B 4.628 -0.956 -0.494
N 4.441 -1.641 0.875
C 5.444 -1.569 1.817
C 5.039 -2.239 2.908
N 3.778 -2.747 2.638
C 3.414 -2.351 1.389
S 1.940 -2.670 0.568
C 2.966 -3.520 3.632
C 3.823 -3.781 4.869
C 2.560 -4.870 3.044
C 1.754 -2.685 4.036
N 4.329 0.565 -0.487
C 4.851 1.350 -1.490
C 4.436 2.612 -1.288
N 3.649 2.610 -0.149
C 3.588 1.335 0.321
S 2.695 0.787 1.700
C 3.041 3.844 0.441
C 1.519 3.720 0.460
C 3.409 5.041 -0.432
C 3.608 4.066 1.842
C 2.613 -1.444 -2.148
S 1.558 -0.098 -1.837
H -0.934 -2.800 -3.875
H -0.303 -1.679 -2.659
H -0.108 -3.423 -2.438
H 0.463 -1.574 -5.697
H 2.223 -1.573 -5.542
H 1.249 -0.509 -4.515
H 0.451 -4.032 -5.344
H 1.284 -4.791 -3.991
H 2.206 -4.010 -5.300
H 3.474 -4.215 -3.597
H 5.293 -3.209 -1.830
H 5.795 -1.069 -0.774
H 6.363 -1.047 1.621
H 5.550 -2.416 3.833
H 4.744 -4.311 4.627
H 3.246 -4.411 5.545
H 4.064 -2.860 5.403
H 3.443 -5.445 2.761
H 1.924 -4.754 2.172
H 2.016 -5.432 3.805
H 2.077 -1.740 4.481
H 1.172 -3.234 4.780
H 1.112 -2.475 3.184
H 5.475 0.935 -2.261
H 4.637 3.498 -1.857
H 1.135 3.566 -0.551
H 1.097 4.652 0.846
H 1.192 2.907 1.103
H 3.015 4.942 -1.445
H 2.958 5.927 0.013
H 4.486 5.206 -0.474
H 3.356 3.243 2.507
H 3.194 4.989 2.252
H 4.694 4.167 1.804
C -3.797 -0.308 -4.029
C -2.517 0.102 -4.749
As -1.503 1.418 -3.697
C -0.048 1.773 -4.981
C 1.163 2.428 -4.326
C -2.647 2.956 -4.167
C -2.035 4.310 -3.829
H -4.373 -1.032 -4.608
H -4.447 0.551 -3.843
H -3.563 -0.766 -3.064
H -2.733 0.526 -5.733
H -1.875 -0.764 -4.895
H -0.447 2.385 -5.794
H 0.236 0.810 -5.411
H 0.904 3.383 -3.863
H 1.953 2.618 -5.056
H 1.573 1.776 -3.551
H -3.590 2.831 -3.635
H -2.869 2.885 -5.235
H -1.779 4.379 -2.770
H -1.127 4.493 -4.406
H -2.732 5.121 -4.050
O -0.078 1.139 2.252
S -1.031 0.906 3.418
C -1.689 2.525 3.730
C -0.866 3.644 3.707
C -1.436 4.893 3.872
C -2.811 5.013 4.062
C -3.620 3.889 4.085
C -3.058 2.630 3.911
C 0.008 0.649 4.832
C -0.525 -0.122 5.856
C 0.248 -0.368 6.981
C 1.538 0.141 7.057
C 2.062 0.894 6.013
C 1.296 1.156 4.888
H 0.198 3.533 3.541
H -0.814 5.778 3.855
H -3.250 5.994 4.193
H -4.688 3.988 4.227
H -3.679 1.743 3.899
H -1.521 -0.540 5.767
H -0.150 -0.967 7.788
H 2.142 -0.060 7.931
H 3.073 1.274 6.072
H 1.699 1.714 4.054

---

Record-wise energy values, in eV: -330163.421; -289100.673; -271884.889